The following is a quantum chemistry calculation of a structure of composition C5H8O, from OMol25.

```
14
Properties=species:S:1:pos:R:3:lowdin_charge:R:1
C -1.69 -0.66 0.14 -0.033
C -0.73 0.40 -0.36 -0.334
O -0.23 1.20 0.75 -0.053
C 1.10 1.00 0.31 -0.254
C 1.49 -0.44 0.38 -0.055
C 0.70 0.07 -0.80 -0.144
H -2.35 -0.17 0.86 0.085
H -1.16 -1.47 0.66 0.075
H -2.29 -1.09 -0.66 0.080
H -1.22 1.06 -1.08 0.146
H 1.78 1.84 0.35 0.145
H 2.53 -0.66 0.16 0.107
H 1.02 -1.09 1.12 0.105
H 1.05 0.02 -1.82 0.131
```

## Properties
multiplicity: 1
relative energy (zero: lowest compared OMol25 entry of this formula, charge and spin): 216.5 kJ/mol
orbital gap: 10.41 eV
lowest unoccupied orbital energy: 1.17 eV